1.
71
Properties=species:S:1:pos:R:3:forces:R:3:lowdin_spin:R:1 method="wB97M-V/def2-TZVPD" s2=3.791 orbital_gap_ev="8.5849 / 3.7902" relative_energy_kcal_mol=43.1 multiplicity=4 homo_energy_ev="-14.175 / -14.115" total_charge=+2
Au -19.436975 4.671708 -6.293738 0.3 0.2 -0.8 0.34
C -21.743458 3.320403 -4.896331 -0.1 0.6 -0.3 0.03
C -20.751042 2.284635 -5.262402 0.4 -1.4 0.1 0.02
C -20.757202 0.854937 -5.159015 -0.3 -0.2 0.3 0.01
C -19.620048 0.387837 -5.753454 -0.2 1.7 -0.7 0.00
N -18.940442 1.511023 -6.275655 -0.6 -0.8 1.9 0.05
N -19.615745 2.656322 -5.804479 0.7 -1.6 -1.6 0.01
B -17.720684 1.465905 -7.211529 -1.3 -2.1 -0.4 0.03
N -16.717159 2.527951 -6.702553 2.0 1.9 0.9 0.36
C -15.522439 2.330224 -6.051216 0.5 -0.6 0.7 -0.01
C -15.013847 3.530862 -5.626494 0.5 -0.6 0.1 0.28
C -15.901312 4.510757 -6.156763 -2.9 0.6 -1.4 0.22
C -15.866542 5.985728 -6.170989 -0.2 -0.9 -0.2 0.04
N -16.955754 3.921677 -6.764017 1.0 -0.8 0.3 0.05
N -18.239993 1.767298 -8.674651 1.0 2.8 -1.6 0.22
C -18.216968 2.920342 -9.383582 -0.3 -2.0 1.0 0.09
C -18.667528 2.606617 -10.692228 1.1 -1.0 0.3 0.46
C -18.873990 1.135818 -10.702994 -0.5 0.4 3.0 0.08
C -19.437282 0.290815 -11.790040 1.6 0.9 -1.0 0.01
N -18.652200 0.702762 -9.462553 -0.9 -0.3 -2.1 0.07
N -17.205164 0.015868 -7.291898 1.5 1.3 1.3 0.00
C -16.943199 -0.799265 -6.197825 0.1 -0.1 -0.3 0.00
C -16.098725 -1.798576 -6.615892 -0.3 0.0 0.7 0.01
C -15.764715 -1.464338 -7.958547 -0.2 0.5 -0.4 0.00
C -14.903193 -2.257952 -8.889865 0.5 0.9 -1.2 0.00
N -16.356366 -0.335969 -8.341868 -0.6 -0.6 0.7 0.02
H -22.367474 3.681575 -5.760919 0.6 -0.6 0.7 0.00
H -21.214112 4.214348 -4.488477 -0.5 -0.6 0.1 0.01
H -22.380328 2.859957 -4.163841 -0.6 0.4 0.5 0.00
H -21.451587 0.167244 -4.681111 -0.1 0.6 -0.1 0.00
H -19.323396 -0.663934 -5.839563 0.0 0.9 -0.3 0.00
H -14.994626 1.407072 -5.811169 -0.9 -0.3 -0.6 0.00
H -14.142854 3.759727 -5.013735 -0.2 -0.4 -0.3 0.01
H -14.837484 6.323076 -6.276176 -0.2 0.4 0.4 0.00
H -16.417270 6.321140 -5.277370 0.6 0.3 0.0 0.02
H -16.465288 6.292665 -7.024805 0.2 0.3 0.0 0.00
H -17.811894 3.836039 -8.990142 -0.2 0.1 0.1 0.00
H -18.529260 3.267246 -11.513204 -0.4 0.4 -0.6 0.02
H -18.977536 -0.691942 -11.734817 0.1 -0.1 -0.1 0.00
H -19.134551 0.820209 -12.753639 -0.8 -1.1 1.0 0.00
H -20.500110 0.137569 -11.704766 -0.4 0.3 0.0 0.00
H -17.341023 -0.601759 -5.191740 0.1 -0.2 -0.8 0.00
H -15.822696 -2.675576 -6.011721 0.1 0.6 -0.6 0.00
H -14.094718 -2.709976 -8.315471 -0.2 -0.4 -0.2 0.00
H -14.392528 -1.588089 -9.662884 -0.9 -0.8 1.0 0.00
H -15.518689 -3.004677 -9.446899 0.6 0.4 0.6 0.00
C -12.439624 8.619952 -9.328084 0.3 0.0 -0.6 0.00
C -13.641655 9.522864 -9.218000 0.0 -0.1 0.3 0.00
C -14.676010 9.068811 -8.270786 -2.8 0.4 1.2 0.00
N -15.646002 8.914429 -7.623173 2.7 -0.2 -1.5 0.00
H -11.600042 9.180943 -9.702122 0.3 0.2 -0.4 0.00
H -12.612575 7.787926 -9.994846 -0.1 -0.2 -0.2 0.00
H -12.122592 8.234044 -8.401498 0.3 -0.5 1.3 0.00
H -14.103246 9.550127 -10.195988 -0.3 0.4 -0.2 0.00
H -13.327209 10.534412 -8.936304 -0.3 -0.2 0.0 0.00
C -21.042674 6.246169 -9.829384 1.2 0.0 0.0 0.00
Si -20.686380 7.254568 -8.251270 -1.6 0.5 0.5 0.05
C -22.390315 7.327083 -7.388782 0.4 0.0 -0.2 0.00
C -20.172988 8.979413 -8.774113 -0.4 -0.4 -0.6 0.04
C -19.353783 6.566719 -6.974480 0.2 1.2 -0.3 0.34
H -21.634928 5.399085 -9.468844 -0.1 0.0 -0.5 0.00
H -20.077430 5.853108 -10.255769 -0.9 0.3 0.1 0.00
H -21.590658 6.844964 -10.615883 0.6 -0.7 1.0 0.00
H -23.181589 7.716984 -8.089814 0.8 -0.2 0.8 0.00
H -22.354995 7.894718 -6.419818 -0.3 -0.5 -0.9 0.00
H -22.628197 6.261983 -7.212817 -0.2 0.4 0.3 0.00
H -19.155967 8.946301 -9.153462 0.3 0.5 0.2 0.00
H -20.365533 9.746623 -8.022257 0.4 -0.1 -0.1 0.00
H -20.814612 9.189162 -9.660596 0.3 -0.1 0.6 0.01
H -19.201414 7.151802 -6.012051 -0.3 -0.3 -1.1 0.04
H -18.413504 6.585005 -7.542118 0.0 0.2 0.2 0.03

***

2.
72
Properties=species:S:1:pos:R:3:forces:R:3:mulliken_charge:R:1 method="wB97M-V/def2-TZVPD" orbital_gap_ev=7.8563 multiplicity=1 homo_energy_ev=-8.626
C 4.000241 -1.910113 5.413770 -0.2 0.4 0.0 -1.32
C 3.943426 -1.587597 3.924304 0.0 -0.3 0.4 0.08
O 3.816571 -0.175171 3.745334 0.1 -0.5 -0.4 -0.62
B 4.194854 0.335613 2.524099 0.2 0.1 0.1 1.30
O 5.523241 0.574241 2.319747 -0.3 0.5 0.5 -0.43
C 3.118910 0.533362 1.362366 -0.2 0.1 0.1 -0.07
C 1.861341 1.109417 1.639225 0.2 0.1 -0.1 0.25
S 1.602337 1.787339 3.275002 0.2 0.0 0.2 -0.21
C 0.829211 1.202144 0.692507 0.0 0.0 -0.2 0.22
C -0.523350 1.789115 1.003130 0.1 -0.2 0.0 -0.89
C -1.352630 0.909013 1.955474 -0.1 0.3 -0.5 -0.59
O -2.707240 0.961537 1.520568 0.2 -0.2 0.4 -0.15
Si -3.895937 0.138176 2.341524 -0.6 0.0 0.1 0.32
C -4.783775 -1.039338 1.190651 0.2 -0.1 0.2 -1.06
C -3.205004 -0.881976 3.752570 0.5 0.0 -0.3 -1.18
C -5.108897 1.358450 3.071925 0.3 -0.2 0.1 -1.01
C 1.134265 0.713855 -0.574113 0.3 -0.1 0.3 0.02
C 2.367454 0.157399 -0.869561 -0.1 0.2 -0.1 0.15
C 3.380837 0.046287 0.071573 -0.2 0.1 -0.2 1.06
C 4.654259 -0.605861 -0.328445 0.2 -0.4 0.1 -1.36
I 6.162999 0.670336 -1.001253 -0.1 0.1 -0.1 0.16
C 4.758101 -1.932466 -0.335019 0.0 0.0 0.1 0.10
C 3.621479 -2.833800 0.083267 0.0 -0.1 0.1 -1.12
I 6.461032 -2.956248 -0.965736 0.0 0.1 0.0 0.09
C 2.348458 -0.245303 -2.304711 0.1 0.3 -0.1 0.01
O 3.133975 -0.922335 -2.909598 0.1 -0.1 -0.1 -0.60
N 1.160630 0.286466 -2.869346 -0.3 -1.0 0.5 0.10
C 0.671521 -0.467036 -4.031062 0.2 0.3 -0.2 -1.00
S -0.710182 0.387025 -4.839753 -0.1 0.1 0.0 -0.14
C -1.058531 -0.709184 -6.261043 0.2 -0.3 0.0 -0.22
C -0.113097 -1.885093 -6.482614 0.0 0.0 0.1 -1.22
C 0.295667 0.648014 -1.807932 0.1 0.4 -0.1 0.07
O -0.878321 0.863608 -1.913082 -0.2 -0.1 -0.1 -0.59
H 3.502162 -1.100668 5.951361 0.0 0.0 0.0 0.33
H 5.023743 -1.964470 5.779207 0.0 -0.1 0.0 0.32
H 3.456747 -2.825507 5.645088 0.2 -0.1 0.0 0.36
H 3.078763 -2.093824 3.479859 0.0 0.1 -0.1 0.17
H 4.845496 -1.958039 3.427785 0.0 0.0 -0.1 0.27
H 5.694923 1.318992 1.733002 0.2 -0.3 -0.4 0.26
H 1.414848 3.051534 2.870895 -0.1 0.0 -0.1 0.18
H -1.100760 1.855493 0.085824 0.0 0.1 0.0 0.14
H -0.395429 2.791725 1.413432 -0.1 0.0 0.0 0.48
H -0.980830 -0.118762 1.887500 0.0 0.0 0.2 0.44
H -1.261369 1.269949 2.980214 0.0 -0.2 0.0 0.42
H -4.301359 -2.019369 1.252390 0.0 0.0 -0.2 0.31
H -4.783737 -0.715319 0.150595 -0.1 0.0 0.0 0.31
H -5.810704 -1.182449 1.536083 0.0 0.1 -0.1 0.34
H -3.973752 -1.527696 4.178304 -0.1 0.1 0.1 0.39
H -2.420014 -1.542104 3.366954 0.0 0.0 0.1 0.33
H -2.745618 -0.279331 4.538722 -0.1 0.0 0.1 0.34
H -4.585580 1.971031 3.810013 -0.1 0.2 -0.1 0.27
H -5.866005 0.788910 3.617857 -0.1 0.1 -0.1 0.35
H -5.583016 1.992524 2.324064 0.0 0.0 0.1 0.29
H 2.886843 -2.911628 -0.723229 0.0 0.0 0.0 0.23
H 3.977515 -3.836644 0.308922 0.0 0.0 0.0 0.49
H 3.127029 -2.453966 0.979875 -0.1 0.1 -0.1 0.14
H 1.506973 -0.514383 -4.724652 0.0 0.0 0.1 0.56
H 0.436062 -1.492031 -3.736692 -0.2 0.1 0.1 0.48
H -2.065883 -1.095477 -6.107121 0.0 0.1 -0.1 0.30
H -1.051548 -0.088835 -7.156354 -0.1 0.1 0.1 0.33
H -0.129253 -2.591507 -5.652597 0.0 0.0 0.0 0.32
H -0.432609 -2.426432 -7.374454 0.1 0.0 0.0 0.37
H 0.919128 -1.563569 -6.625442 0.0 0.0 -0.1 0.32
C -4.155693 2.543923 -1.516714 0.1 0.0 0.0 -0.61
C -4.489077 3.042532 -2.908668 0.1 -0.1 0.0 -0.47
O -3.313767 3.321937 -3.662892 -0.1 0.0 0.0 -0.50
H -3.547899 3.277110 -0.985268 0.0 0.0 0.0 0.23
H -5.055883 2.346770 -0.931352 0.0 0.0 0.0 0.33
H -3.575724 1.620438 -1.579921 0.0 0.0 0.1 0.15
H -5.050350 3.975572 -2.867896 0.0 0.0 0.0 0.32
H -5.101597 2.303695 -3.438532 -0.1 0.0 0.0 0.28
H -2.796621 2.509998 -3.719931 0.1 0.0 0.0 0.26

***

3.
81
Properties=species:S:1:pos:R:3:forces:R:3:mulliken_charge:R:1 method="wB97M-V/def2-TZVPD" orbital_gap_ev=9.3827 relative_energy_kcal_mol=140.7 smiles="CCCC[C@@](N)(C#N)[C@](C#N)(C[C@@H]1CO1)S(=O)(=O)C(F)(F)C(F)(F)F.ClCCCl.ClCCCl.ClCCCl.ClCCCl.ClCCCl" multiplicity=1 homo_energy_ev=-10.423
C 2.224980 -6.343189 -3.215415 -0.1 -1.1 -0.1 -0.72
C 0.614307 -6.373586 -3.108355 0.0 0.3 0.6 -0.66
C -0.060766 -4.880646 -3.213273 0.7 -1.5 0.0 -0.40
C -0.009817 -4.262523 -1.722590 -0.7 -0.2 -0.3 -0.77
C 0.265136 -2.643403 -1.681672 -2.6 -0.6 1.0 0.90
N -0.055512 -1.970695 -2.990902 0.9 -0.3 1.3 -0.48
C -0.852100 -2.063499 -0.645165 -0.4 2.3 3.2 -0.43
N -1.464610 -1.527942 0.250128 2.9 -3.0 -4.9 -0.54
C 1.793954 -2.301084 -1.181669 -0.3 1.7 -2.8 0.61
C 1.950989 -0.698421 -1.421165 -0.1 3.8 -0.7 -0.30
N 1.985779 0.493163 -1.669361 -0.1 -7.1 1.5 -0.62
C 2.772876 -3.119437 -2.156430 2.8 2.1 -1.1 -0.14
C 4.057255 -2.066356 -2.648412 2.8 -1.7 -0.1 -0.19
C 5.533235 -2.848215 -2.875662 -4.3 2.5 1.8 -0.43
O 5.183956 -1.890777 -1.641669 -1.6 -2.1 -4.1 -0.30
S 2.015743 -2.605563 0.635386 -6.3 1.9 5.4 1.38
O 1.206280 -3.757553 1.179972 3.0 1.6 -2.6 -0.65
O 1.509350 -1.349515 1.343665 2.8 -3.1 -2.9 -0.61
C 3.774568 -2.832385 1.202241 3.5 0.8 0.5 0.51
F 4.402456 -1.531495 1.171127 -1.4 -3.4 -0.3 -0.22
F 4.534147 -3.800198 0.481117 -1.9 2.5 1.5 -0.26
C 3.850169 -3.295718 2.773294 0.1 -1.0 1.2 0.58
F 2.940662 -2.600610 3.606038 2.6 -2.3 -2.4 -0.17
F 5.177795 -3.064336 3.280839 -3.8 -0.7 -1.5 -0.20
F 3.611472 -4.721540 2.752988 0.6 4.2 0.6 -0.20
H 2.604244 -5.662808 -4.056205 -0.6 -0.8 1.3 0.20
H 2.561849 -7.417569 -3.494759 -0.4 1.8 0.5 0.37
H 2.750033 -6.103304 -2.214356 -0.9 -0.2 -1.6 0.10
H 0.336811 -6.809244 -2.066847 0.4 0.6 -1.8 0.30
H 0.194384 -7.108000 -3.880279 0.6 1.3 0.9 0.39
H -1.122350 -4.998998 -3.644922 1.6 0.4 0.9 0.37
H 0.551451 -4.311112 -3.996553 -0.9 -0.7 1.2 0.26
H -1.052197 -4.457301 -1.244219 1.9 0.4 -0.7 0.35
H 0.737106 -4.863428 -1.095992 -1.0 1.1 -0.8 0.35
H 0.666930 -2.164012 -3.697913 -0.8 0.0 0.4 0.33
H -1.003427 -2.223645 -3.311141 0.9 0.0 0.3 0.34
H 2.334842 -3.401597 -3.174717 0.1 0.3 1.8 -0.02
H 3.275425 -4.038797 -1.702971 -1.0 1.4 -0.4 0.10
H 3.780131 -1.162631 -3.402023 0.7 -2.1 2.3 0.33
H 6.281531 -2.401075 -3.610770 -1.2 -0.9 1.3 0.32
H 5.344945 -3.955542 -2.665041 1.1 1.8 -0.2 0.21
Cl 9.098304 -0.789350 2.371241 0.0 0.0 0.0 -0.20
C 7.368790 -0.653734 2.777053 -0.3 0.0 0.0 -0.04
C 6.791885 0.692311 2.384203 -0.1 -0.2 -0.1 -0.34
Cl 7.435209 2.017855 3.385253 0.0 0.0 0.0 -0.20
H 7.256382 -0.842157 3.846702 0.1 0.1 -0.1 0.36
H 6.853967 -1.449820 2.235676 0.1 0.2 0.0 -0.10
H 5.708739 0.686547 2.524898 0.1 -0.1 0.0 0.17
H 6.997713 0.927164 1.337918 0.1 0.0 0.2 0.36
Cl -5.741398 0.730424 0.405647 0.0 0.0 -0.1 -0.15
C -4.118326 1.180309 0.987698 0.3 0.1 0.1 -0.48
C -3.889522 2.678575 0.945640 0.0 -0.1 0.2 -0.31
Cl -3.787734 3.296789 -0.721802 0.0 0.0 0.0 -0.18
H -3.382163 0.644439 0.385067 -0.2 0.1 0.0 0.23
H -4.040998 0.821886 2.016425 0.0 0.1 -0.1 0.33
H -2.942557 2.922571 1.431954 -0.1 -0.1 0.0 0.22
H -4.685261 3.221285 1.459923 0.1 -0.1 -0.1 0.31
Cl -11.314723 0.520920 -0.348972 0.0 0.0 0.0 -0.19
C -10.436691 -0.794280 0.471168 0.1 -0.2 0.1 -0.47
C -8.935765 -0.684375 0.285162 -0.1 0.0 0.2 -0.42
Cl -8.441327 -1.002279 -1.396144 0.0 0.0 0.0 -0.17
H -10.819617 -1.744246 0.092793 0.1 0.2 0.0 0.32
H -10.684642 -0.726012 1.532666 0.1 0.0 -0.1 0.30
H -8.429606 -1.424414 0.908930 -0.1 0.0 -0.1 0.33
H -8.567907 0.304745 0.565132 -0.1 -0.1 -0.1 0.30
Cl -1.447751 7.113887 -1.171766 -0.1 0.0 0.0 -0.19
C -0.510807 6.790837 0.308508 0.2 0.0 0.2 -0.16
C -1.066316 5.618671 1.093215 0.3 -0.1 -0.1 -0.43
Cl -2.651529 5.984911 1.820324 -0.1 0.0 0.0 -0.18
H -0.497437 7.703551 0.906294 -0.1 -0.2 -0.1 0.00
H 0.512658 6.574605 -0.005745 -0.1 -0.1 0.0 0.32
H -0.391567 5.369463 1.915159 -0.1 0.1 -0.1 0.32
H -1.179004 4.732248 0.464915 -0.1 0.2 0.0 0.33
Cl -1.245112 9.478879 2.730668 0.0 0.1 0.1 -0.20
C -2.979479 9.611825 3.113711 -0.3 0.0 0.0 -0.28
C -3.552905 10.957198 2.713644 -0.1 -0.2 -0.1 -0.47
Cl -2.924641 12.283433 3.723279 0.0 0.0 0.0 -0.19
H -3.105533 9.422919 4.181677 0.1 0.1 -0.1 0.34
H -3.486060 8.814497 2.565216 0.1 0.1 0.0 0.15
H -4.637695 10.949920 2.840092 0.1 -0.1 0.0 0.30
H -3.333587 11.192593 1.670231 0.1 0.0 0.2 0.33

***

4.
68
Properties=species:S:1:pos:R:3:forces:R:3:nbo_charge:R:1 method="wB97M-V/def2-TZVPD" orbital_gap_ev=6.0023 relative_energy_kcal_mol=62.6 multiplicity=1 homo_energy_ev=-17.012 total_charge=+3
Co -0.431262 0.088109 0.170678 0.1 -0.7 0.2 1.22
O 0.415895 -7.041573 -0.104775 0.0 0.0 0.0 -0.63
C -0.680220 -6.426783 -0.561921 0.2 0.1 -0.2 0.76
O -1.384266 -6.901856 -1.396834 -0.1 0.0 0.1 -0.49
C -0.956453 -5.023976 -0.066224 -0.1 0.0 0.1 -0.11
C -2.292707 -4.659112 0.107247 0.1 0.0 0.0 -0.10
C -2.636776 -3.367120 0.449864 -0.1 0.0 -0.1 -0.25
C -1.631913 -2.411058 0.594536 0.0 0.1 0.0 0.15
C -0.299152 -2.765695 0.426896 0.1 -0.1 0.0 -0.28
C 0.039073 -4.075043 0.104315 0.0 0.0 0.0 -0.17
N -1.894222 -1.023800 0.874719 -0.1 0.2 -0.1 -0.48
C -3.020769 -0.615284 1.371545 0.0 0.0 0.2 0.18
C -3.326969 0.801957 1.539769 0.0 0.0 0.0 -0.15
C -4.500915 1.244652 1.036214 0.0 -0.1 0.0 -0.03
C -4.749440 2.560073 0.456558 0.0 0.1 0.0 -0.30
C -3.991698 3.377190 -0.301891 -0.1 0.0 0.0 -0.09
C -2.579559 3.520662 -0.862774 0.0 0.0 -0.1 -0.49
N -1.662050 1.447477 0.164752 0.1 0.1 -0.2 -0.53
H 0.781640 -6.618592 0.681919 0.0 0.0 0.0 0.49
H -3.062005 -5.402841 -0.054896 0.0 0.0 0.0 0.27
H -3.688346 -3.138300 0.557950 0.0 0.1 0.0 0.24
H 0.515397 -2.057070 0.579099 -0.1 0.0 0.0 0.20
H 1.080594 -4.338287 -0.032629 0.0 0.0 0.0 0.24
H -3.800514 -1.342527 1.582918 0.0 0.0 0.0 0.25
H -5.330607 0.544051 0.970073 0.0 0.0 0.0 0.25
H -5.778544 2.886553 0.564867 0.0 0.0 0.0 0.27
H -4.541562 4.259038 -0.618973 0.0 0.0 0.0 0.26
H -2.148089 4.369297 -0.320682 0.0 0.0 0.0 0.27
N 0.011606 0.527891 2.018302 -0.2 0.0 -0.2 -0.75
C -1.064712 1.395966 2.601573 0.1 0.0 0.0 -0.25
C -2.142742 1.726597 1.554289 0.1 -0.1 0.0 -0.10
C -1.512316 2.415436 -0.941775 0.1 -0.1 0.1 -0.06
C -1.625638 1.438663 -2.132464 0.0 0.0 0.0 -0.25
N -0.869747 0.168139 -1.790738 0.1 0.0 -0.1 -0.79
H 0.176851 -0.297616 2.591217 -0.1 0.0 0.0 0.43
H 0.899266 1.023881 1.986541 0.0 0.0 0.0 0.43
H -0.607521 2.305088 2.986266 0.0 0.0 0.0 0.25
H -1.520060 0.881412 3.445361 0.0 0.0 0.0 0.26
H -2.457589 2.763878 1.642523 -0.1 0.0 0.0 0.28
H -2.441271 0.908799 -0.205912 0.0 0.0 0.0 0.46
H -0.516535 2.863301 -0.909075 0.0 0.0 0.0 0.23
H -2.701910 3.905734 -1.879958 0.0 0.0 0.0 0.28
H -1.260909 1.859114 -3.066953 0.0 0.0 0.0 0.26
H -2.676818 1.176520 -2.274959 0.0 0.0 0.0 0.23
H 0.043350 0.187274 -2.240816 0.0 0.0 -0.1 0.42
H -1.335760 -0.646284 -2.189807 -0.1 0.0 0.0 0.44
C 4.786890 -2.001893 -1.568963 0.0 0.0 0.0 -0.62
C 4.325157 -1.554949 -0.188409 0.0 0.0 0.1 -0.41
C 4.051978 -0.057375 -0.092063 -0.1 0.0 0.0 -0.56
S 2.662700 0.425802 -1.134951 0.0 0.0 -0.2 1.23
O 1.433948 0.174332 -0.184323 0.0 0.4 0.3 -1.05
C 2.821597 2.216469 -1.248509 0.1 -0.1 0.0 -0.58
C 2.837332 3.020917 0.051872 -0.1 0.0 0.0 -0.42
C 4.224612 3.283413 0.632968 0.0 0.0 0.0 -0.62
H 4.953250 -3.077285 -1.584280 0.0 0.0 0.0 0.25
H 5.728738 -1.523387 -1.838438 0.0 0.0 0.0 0.23
H 4.055821 -1.776394 -2.348124 0.0 0.0 0.0 0.20
H 5.103249 -1.762615 0.549028 0.0 0.0 0.0 0.26
H 3.442996 -2.111967 0.142931 0.0 0.0 0.0 0.20
H 4.900917 0.535734 -0.441579 0.0 0.0 -0.1 0.27
H 3.784087 0.268838 0.914881 0.0 0.0 0.0 0.25
H 2.008359 2.507767 -1.917830 0.0 0.0 0.0 0.24
H 3.743210 2.339975 -1.828261 0.0 0.0 0.0 0.28
H 2.196008 2.527265 0.792893 0.0 0.0 0.0 0.18
H 2.353870 3.974923 -0.166665 0.0 0.0 0.0 0.24
H 4.652776 2.407230 1.116910 0.0 0.0 0.0 0.21
H 4.175459 4.074922 1.378327 0.0 0.0 0.0 0.25
H 4.914917 3.614345 -0.143360 0.0 0.0 0.0 0.23

***

Which E belongs to each record? In order, -50073.1101; -84639.9976; -184685.5419; -84972.1562 eV.